1.
The following is a DFT calculation (ωB97M-V/def2-TZVPD) of an isolated molecule of C3H4N2O2 in a non-equilibrium geometry.

Cartesian coordinates (Å):
O1 -0.4055 2.2023 0.0068
H1 -1.3121 1.8682 -0.2318
H2 -1.7556 -1.0487 0.8695
H3 -1.6029 -1.3586 -0.7494
C1 1.1592 -0.9428 -0.0068
C2 -0.0677 -0.2519 0.0604
O2 1.5884 1.1749 0.0338
H4 1.4237 -1.9734 0.0236
N1 -1.4724 -0.6253 -0.0074
C3 0.2869 1.0511 0.0194
N2 2.1581 -0.0957 -0.0181

Computed properties:
Total energy in eV: -10249.1796
E_LUMO in eV: 0.591
2S+1: 1
SMILES string: Nc1cnoc1O
Frontier orbital gap in eV: 9.71

Formally, the Löwdin partial charges of the atoms, in units of the elementary charge, are as follows: number 1, O, carries 0.129; number 2, H, carries 0.138; number 3, H, carries 0.073; number 4, H, carries 0.101; number 5, C, carries -0.087; number 6, C, carries -0.256; number 7, O, carries 0.054; number 8, H, carries 0.111; number 9, N, carries 0.060; number 10, C, carries -0.390; number 11, N, carries 0.067



2.
The following is a DFT calculation (ωB97M-V/def2-TZVPD) of a cluster of 2 separate species, C3H4N2O2 in total in a non-equilibrium geometry.

Cartesian coordinates (Å):
H1 -1.8472 3.6356 -0.6158
O1 -0.9791 0.3341 -1.0972
C1 -1.5861 2.6898 -0.9868
C2 -1.4805 1.4817 -1.0091
N1 0.7719 -0.8825 -0.0612
H2 2.2160 -1.3226 1.2935
C3 -0.1614 -0.5135 0.7063
H3 1.3461 -2.6505 0.5800
N2 1.7970 -1.7519 0.4629
H4 0.4768 -0.7139 -1.0341
O2 -0.5535 -0.3063 1.7613

Computed properties:
Total energy in eV: -10245.7742
E_LUMO (alpha / beta) in eV: -0.318 / -0.318
2S+1: 1
Frontier orbital gap (alpha / beta) in eV: 7.63 / 7.63

Formally, the Löwdin partial charges of the atoms, in units of the elementary charge, are as follows: number 1, H, carries -0.014; number 2, O, carries -0.123; number 3, C, carries 0.057; number 4, C, carries -0.414; number 5, N, carries 0.013; number 6, H, carries 0.110; number 7, C, carries -0.246; number 8, H, carries 0.096; number 9, N, carries 0.096; number 10, H, carries 0.159; number 11, O, carries 0.267



3.
The following is a DFT calculation (ωB97M-V/def2-TZVPD) of an isolated molecule of C3H4N2O2 in a non-equilibrium geometry.

Cartesian coordinates (Å):
C1 -0.2143 -0.8954 0.8333
O1 -1.2009 0.1199 -1.5724
N1 -0.4835 -0.5349 2.0378
C2 -0.2045 0.8949 -1.0137
H1 -0.2035 0.4371 2.2214
O2 -0.2268 2.1012 -0.9978
H2 -1.7888 0.7723 -2.0083
C3 0.6073 0.0068 -0.1089
H3 -0.4050 -1.9096 0.4571
H4 2.2384 -0.8426 0.4109
N2 1.8816 -0.1497 -0.2594

Computed properties:
Total energy in eV: -10249.7187
E_LUMO in eV: 0.151
2S+1: 1
SMILES string: [H]/N=C\C(=N/[H])C(=O)O
Frontier orbital gap in eV: 10.34

Formally, the Löwdin partial charges of the atoms, in units of the elementary charge, are as follows: number 1, C, carries -0.173; number 2, O, carries 0.086; number 3, N, carries 0.109; number 4, C, carries -0.453; number 5, H, carries 0.063; number 6, O, carries 0.130; number 7, H, carries 0.136; number 8, C, carries -0.265; number 9, H, carries 0.117; number 10, H, carries 0.069; number 11, N, carries 0.181



4.
The following is a DFT calculation (ωB97M-V/def2-TZVPD) of an isolated molecule of C3H4N2O2 in a non-equilibrium geometry.

Cartesian coordinates (Å):
H1 1.8274 1.5998 0.0734
H2 -1.9880 1.4671 -0.0597
O1 -3.0218 -0.4744 0.2211
C1 0.5404 0.2204 -0.2152
C2 1.5812 -0.8745 -0.2160
H3 -0.7327 -1.3763 0.0242
N1 0.7456 1.4703 0.0631
N2 -0.8314 -0.2466 -0.0987
C3 -2.0574 0.4168 -0.0611
O2 2.7011 -0.3032 0.2859
H4 1.2357 -1.8993 -0.0170

Computed properties:
Total energy in eV: -10247.3000
E_LUMO in eV: -1.933
2S+1: 1
SMILES string: [H]/N=C(\C=O)NC=O
Frontier orbital gap in eV: 8.06

Formally, the Löwdin partial charges of the atoms, in units of the elementary charge, are as follows: number 1, H, carries 0.098; number 2, H, carries 0.110; number 3, O, carries -0.094; number 4, C, carries -0.383; number 5, C, carries -0.016; number 6, H, carries 0.197; number 7, N, carries 0.142; number 8, N, carries 0.031; number 9, C, carries -0.167; number 10, O, carries -0.037; number 11, H, carries 0.118